[1]
Computed, not measured: a molecular structure, H10Na2O7 at a distorted geometry, with ωB97M-V/def2-TZVPD.

Summary:
LUMO (alpha / beta), hartree: 0.068 / 0.068
Strongest force on any atom, Eh/bohr: 0.0479
Expectation value of S²: 0.7533

The geometry in ORCA input format:
```
! wB97M-V def2-TZVPD RIJCOSX def2/J DEFGRID3
* xyz -1 2
Na 0.2769 0.1679 2.9192
Na 0.8222 -0.0539 0.1127
O 1.6365 1.5746 1.5598
H 2.2273 1.7300 2.3222
O 0.6979 -1.9142 1.7475
H -0.2683 -2.0595 1.7427
O 0.5767 -1.4855 -1.9601
H 0.1322 -1.1153 -2.7474
O 3.3507 -0.4956 -0.1127
H 3.6664 -0.1595 -0.9740
O -0.6938 1.8479 -0.9576
H -0.3851 2.7290 -0.7465
H -0.6552 1.8027 -1.9130
O -1.9942 -1.8015 -1.3806
H -1.0677 -1.6400 -1.5586
H -2.4310 -0.9850 -1.6229
O -1.6647 0.4980 1.4097
H -2.5994 0.4374 1.6069
H -1.6273 0.9225 0.5525
*
```


[2]
Computed, not measured: 2 unconnected molecules or ions with the total composition C2H2ClNO4S at a distorted geometry, with ωB97M-V/def2-TZVPD.

Summary:
Relative energy (zero: lowest compared OMol25 entry of this formula, charge and spin), kcal/mol: 32.3
LUMO (alpha / beta), hartree: -0.041 / -0.030
Strongest force on any atom, Eh/bohr: 0.0833

The geometry in ORCA input format:
```
! wB97M-V def2-TZVPD RIJCOSX def2/J DEFGRID3
* xyz 0 1
C 1.0471 0.7747 -0.1011
C 0.6478 0.6044 2.2706
N -0.8810 -0.0538 -1.7806
O 1.4660 1.3841 -1.0280
O 0.0274 1.5571 2.5918
O 0.4829 -1.8143 -0.2968
O -1.2348 -0.3305 0.5732
S -0.2024 -0.5550 -0.3648
Cl 0.9813 -0.9555 2.7191
H -0.5772 0.0196 -2.8037
H -1.7572 -0.6306 -1.7795
*
```


Which of these has the lowest strongest force on any atom?
H10Na2O7


Among the records above, which one has the lowest strongest force on any atom?
H10Na2O7


strongest force on any atom of number 2 (C2H2ClNO4S)?
0.0833 Eh/bohr